# 1
240
Properties=species:S:1:pos:R:3:mulliken_charge:R:1 method="wB97M-V/def2-TZVPD" relative_energy_ev=2.866 e_homo_ha=-0.3864 spin_multiplicity=1 gap_ha=0.412
C -8.26 -3.87 4.35 -1.49
C -7.08 -3.02 3.91 -0.05
C -6.00 -2.78 4.92 -1.14
C -4.79 -2.08 4.36 1.75
C -3.57 -2.06 5.19 -0.57
C -2.53 -1.18 4.62 1.27
H -9.12 -3.69 3.72 0.40
H -8.56 -3.59 5.33 0.38
H -8.03 -4.95 4.46 0.28
H -6.65 -3.54 2.98 0.12
H -7.43 -2.06 3.51 0.29
H -5.71 -3.64 5.47 0.41
H -6.37 -2.02 5.70 0.44
H -4.49 -2.58 3.43 -0.69
H -5.10 -1.02 4.18 -0.50
H -3.76 -1.72 6.25 0.34
H -3.18 -3.07 5.39 0.34
H -1.83 -0.71 5.31 -0.76
H -1.82 -1.66 3.89 -0.94
H -2.94 -0.37 4.08 -0.01
C -1.65 2.98 -4.05 -1.73
C -0.18 2.80 -4.38 1.73
C 0.09 2.85 -5.81 -0.95
C 1.54 2.47 -6.19 -0.41
C 2.59 3.40 -5.64 0.19
C 3.95 3.21 -6.40 -1.46
H -2.08 3.84 -4.46 0.66
H -1.84 2.92 -2.98 -0.05
H -2.25 2.22 -4.50 0.40
H 0.35 3.56 -3.83 0.08
H 0.09 1.86 -3.97 -0.69
H -0.14 3.91 -6.13 0.35
H -0.60 2.19 -6.39 0.28
H 1.59 1.45 -5.79 -0.01
H 1.68 2.36 -7.27 0.42
H 2.30 4.44 -5.71 0.37
H 2.77 3.08 -4.61 -0.21
H 3.76 3.47 -7.46 0.37
H 4.66 3.82 -5.91 0.44
H 4.16 2.13 -6.33 0.27
C 5.04 3.49 0.91 -1.00
C 4.18 4.11 -0.13 -0.86
C 2.69 3.92 0.06 1.43
C 1.88 4.70 -1.03 0.62
C 1.77 6.26 -0.87 -0.82
C 0.87 6.88 -1.86 -0.93
H 5.00 2.40 0.77 0.02
H 4.83 3.78 1.93 0.38
H 6.11 3.75 0.85 0.32
H 4.44 5.15 -0.25 0.61
H 4.43 3.74 -1.09 0.23
H 2.46 4.33 1.03 0.25
H 2.37 2.85 0.01 -1.09
H 2.22 4.59 -2.07 0.01
H 0.82 4.40 -0.92 -0.65
H 1.65 6.47 0.17 0.48
H 2.79 6.74 -0.98 0.30
H 1.28 6.87 -2.87 0.29
H -0.09 6.36 -1.88 -0.01
H 0.61 7.91 -1.69 0.42
C -3.39 6.18 -2.17 -1.59
C -3.00 4.97 -1.34 1.26
C -3.46 5.01 0.11 0.27
C -4.93 4.51 0.19 -0.13
C -5.68 4.67 1.48 -0.25
C -5.85 6.11 1.92 -1.29
H -4.44 6.42 -2.17 0.38
H -3.03 6.06 -3.21 0.32
H -2.89 7.05 -1.73 0.40
H -3.31 4.01 -1.81 0.06
H -1.92 4.84 -1.37 -0.92
H -3.27 6.04 0.45 0.49
H -2.81 4.34 0.70 -0.44
H -5.52 5.04 -0.62 0.33
H -5.02 3.50 -0.06 -0.26
H -6.66 4.22 1.46 0.52
H -5.13 4.20 2.32 0.01
H -6.69 6.65 1.41 0.31
H -5.92 6.23 3.04 0.33
H -4.99 6.70 1.60 0.30
C 2.62 -2.91 -7.33 -0.94
C 3.41 -4.06 -6.78 -0.56
C 3.81 -3.75 -5.36 0.43
C 4.44 -4.89 -4.50 -1.17
C 4.22 -4.68 -3.01 0.74
C 4.80 -5.82 -2.22 -1.56
H 1.88 -2.55 -6.63 -0.02
H 2.02 -3.04 -8.21 0.46
H 3.27 -2.08 -7.62 0.30
H 2.82 -4.94 -6.74 0.34
H 4.24 -4.31 -7.42 0.36
H 2.85 -3.50 -4.82 -0.50
H 4.53 -2.91 -5.22 0.29
H 3.94 -5.81 -4.77 0.40
H 5.48 -4.95 -4.80 0.38
H 4.71 -3.71 -2.77 -0.09
H 3.17 -4.63 -2.81 0.12
H 4.36 -6.81 -2.44 0.36
H 5.88 -5.91 -2.56 0.31
H 4.70 -5.65 -1.17 0.42
C 3.27 -0.48 2.46 -1.05
C 2.71 -1.88 2.67 0.00
C 1.54 -1.95 3.65 0.25
C 1.22 -3.41 4.08 -0.60
C 0.26 -3.48 5.30 0.41
C 0.58 -2.58 6.55 -1.41
H 3.62 -0.07 3.39 0.63
H 2.56 0.29 2.20 -0.15
H 4.12 -0.50 1.75 0.23
H 2.36 -2.18 1.71 -0.44
H 3.52 -2.54 2.91 0.54
H 0.64 -1.49 3.28 -0.34
H 1.86 -1.39 4.56 0.45
H 0.82 -3.99 3.19 -0.14
H 2.17 -3.80 4.35 0.61
H -0.79 -3.24 5.02 -0.62
H 0.25 -4.51 5.64 0.58
H -0.25 -2.50 7.24 0.39
H 1.42 -2.94 7.05 0.43
H 0.87 -1.56 6.18 0.14
C 3.60 -0.99 -1.11 -0.14
C 3.44 0.48 -1.42 0.93
C 1.99 0.84 -1.59 0.27
C 1.09 0.70 -0.35 1.41
C -0.18 1.52 -0.28 2.53
C -0.90 1.38 1.04 -1.36
H 3.23 -1.31 -0.12 -0.54
H 4.69 -1.20 -1.08 -0.05
H 3.14 -1.72 -1.79 0.09
H 3.88 1.09 -0.59 -1.04
H 4.04 0.79 -2.34 0.39
H 1.55 0.41 -2.45 -0.16
H 1.96 1.91 -1.75 -0.34
H 0.88 -0.30 0.04 -0.16
H 1.69 1.06 0.52 -1.12
H 0.03 2.57 -0.25 -0.78
H -0.88 1.36 -1.13 -0.38
H -0.22 1.61 1.85 0.22
H -1.73 2.01 0.90 0.40
H -1.34 0.36 1.20 -0.25
C -3.78 -5.92 2.96 -0.95
C -3.31 -5.84 1.47 -1.04
C -2.70 -4.48 0.93 -0.07
C -1.44 -4.00 1.63 0.35
C -0.66 -3.00 0.70 3.40
C 0.52 -3.68 0.06 -1.19
H -4.21 -6.89 3.08 0.52
H -4.53 -5.17 3.21 0.02
H -2.92 -5.86 3.63 0.22
H -2.68 -6.71 1.31 0.41
H -4.24 -5.99 0.86 0.40
H -3.44 -3.73 1.02 0.03
H -2.57 -4.65 -0.09 0.07
H -1.79 -3.47 2.57 -0.76
H -0.71 -4.77 2.04 0.56
H -1.34 -2.56 -0.04 -1.31
H -0.31 -2.09 1.28 -1.37
H 0.21 -4.67 -0.47 0.29
H 1.00 -2.99 -0.70 -0.03
H 1.29 -4.01 0.76 0.37
C -3.84 1.19 7.45 -1.48
C -2.41 1.40 6.94 0.25
C -2.22 2.34 5.75 -0.07
C -0.77 2.58 5.31 -0.77
C -0.68 3.55 4.13 0.04
C 0.75 3.83 3.59 -0.73
H -3.86 0.67 8.41 0.38
H -4.51 0.67 6.76 0.16
H -4.22 2.17 7.71 0.47
H -1.82 1.80 7.80 0.47
H -1.85 0.45 6.65 -0.15
H -2.63 3.35 5.96 0.57
H -2.73 2.02 4.81 -0.36
H -0.23 2.94 6.19 0.42
H -0.33 1.64 5.11 0.17
H -1.41 3.17 3.41 -0.15
H -1.20 4.48 4.49 0.49
H 0.77 4.54 2.72 0.14
H 1.36 4.29 4.34 0.62
H 1.11 2.88 3.20 -0.17
C 0.16 -1.06 -4.78 -2.10
C -0.43 -2.24 -4.01 1.79
C -1.80 -2.69 -4.43 -0.70
C -2.28 -3.88 -3.62 0.99
C -3.80 -4.15 -3.90 -0.52
C -3.99 -4.75 -5.30 -1.37
H -0.52 -0.25 -4.68 0.37
H 0.34 -1.19 -5.82 0.54
H 1.08 -0.65 -4.42 0.50
H 0.30 -3.11 -4.14 -0.02
H -0.46 -1.81 -2.98 -1.09
H -1.84 -2.88 -5.54 0.43
H -2.54 -1.86 -4.34 0.06
H -1.66 -4.76 -3.79 0.68
H -2.21 -3.52 -2.58 -1.33
H -4.24 -4.85 -3.24 0.53
H -4.32 -3.23 -3.73 0.27
H -3.82 -5.86 -5.27 0.28
H -4.97 -4.53 -5.66 0.44
H -3.36 -4.26 -6.09 0.26
C 8.77 -1.66 -1.07 -1.62
C 7.52 -0.71 -0.90 0.18
C 7.97 0.69 -0.49 -0.35
C 8.81 0.69 0.76 -0.53
C 9.21 2.13 1.07 -0.19
C 10.33 2.36 2.05 -1.40
H 9.57 -1.24 -1.73 0.28
H 8.54 -2.62 -1.43 0.48
H 9.22 -1.79 -0.08 0.35
H 7.13 -0.64 -1.91 0.33
H 6.85 -1.14 -0.18 0.03
H 7.11 1.32 -0.39 -0.02
H 8.59 1.07 -1.32 0.30
H 8.36 0.25 1.67 0.31
H 9.60 0.04 0.51 0.38
H 9.37 2.70 0.14 0.44
H 8.33 2.59 1.45 0.04
H 11.24 1.95 1.80 0.41
H 10.44 3.42 2.37 0.37
H 9.99 1.86 3.04 0.25
C -2.62 -0.60 -1.45 1.59
C -3.79 -1.60 -1.27 2.45
C -5.17 -0.93 -1.34 -1.12
C -5.27 0.27 -0.38 -0.57
C -5.16 -0.13 1.11 0.81
C -5.17 1.04 2.11 -0.37
H -1.66 -1.14 -1.30 -0.80
H -2.62 0.25 -0.75 -0.82
H -2.58 -0.14 -2.49 0.10
H -3.70 -2.35 -2.06 -1.44
H -3.60 -2.05 -0.32 -0.84
H -6.05 -1.67 -1.14 0.31
H -5.34 -0.54 -2.37 0.39
H -4.49 0.99 -0.53 -0.32
H -6.19 0.80 -0.40 0.72
H -5.93 -0.86 1.36 0.33
H -4.22 -0.69 1.26 -0.48
H -6.14 1.59 2.21 0.42
H -5.08 0.58 3.09 -0.25
H -4.36 1.73 1.86 -0.24

=====

# 2
256
Properties=species:S:1:pos:R:3:mulliken_charge:R:1 method="wB97M-V/def2-TZVPD" e_homo_ha=-0.2956 spin_multiplicity=1 gap_ha=0.310
C 1.32 -1.65 -7.64 -1.43
C 1.89 -1.84 -6.24 0.12
C 1.26 -2.99 -5.47 1.19
C -0.21 -2.94 -5.39 -0.03
N -1.36 -2.97 -5.32 -0.54
H 0.43 -1.02 -7.52 0.21
H 1.02 -2.57 -8.14 0.36
H 2.08 -1.26 -8.32 0.40
H 1.80 -0.93 -5.64 -0.50
H 2.95 -2.07 -6.29 0.67
H 1.73 -3.19 -4.51 -0.85
H 1.43 -3.87 -6.10 0.36
C 4.91 -1.39 0.47 -0.31
C 4.45 -2.37 1.58 0.73
C 5.33 -2.42 2.83 -0.81
C 5.17 -1.30 3.72 0.24
N 5.01 -0.40 4.42 -0.52
H 5.91 -1.72 0.19 0.72
H 4.81 -0.34 0.74 -0.27
H 4.42 -1.53 -0.49 -0.28
H 4.46 -3.36 1.13 0.34
H 3.42 -2.14 1.84 -0.54
H 6.38 -2.45 2.54 0.37
H 5.07 -3.32 3.38 0.44
C -0.02 -3.78 5.78 -1.18
C 1.23 -3.12 5.15 0.68
C 2.37 -2.82 6.18 0.05
C 2.86 -4.01 6.89 0.01
N 3.30 -4.92 7.45 -0.48
H -0.75 -4.09 5.04 0.11
H -0.49 -3.06 6.45 0.34
H 0.22 -4.70 6.32 0.38
H 0.92 -2.20 4.65 -0.11
H 1.59 -3.78 4.36 0.06
H 2.02 -2.10 6.92 0.21
H 3.29 -2.41 5.76 -0.07
C -0.94 0.99 -4.21 -0.04
C -1.09 0.55 -5.62 -0.11
N -2.15 1.32 -6.35 0.01
C -3.48 1.10 -5.83 -0.86
C -4.05 -0.37 -5.85 -0.64
C -2.00 0.89 -7.73 -0.19
C -3.04 1.56 -8.65 -1.60
H -1.85 0.76 -3.67 -0.16
H -0.77 2.07 -4.10 0.29
H -0.11 0.51 -3.68 -0.52
H -0.09 0.63 -6.06 0.56
H -1.29 -0.51 -5.73 0.00
H -3.50 1.33 -4.76 0.07
H -4.17 1.83 -6.24 0.52
H -4.21 -0.68 -6.88 0.50
H -3.34 -1.07 -5.41 0.03
H -5.04 -0.43 -5.40 0.40
H -2.15 -0.19 -7.79 0.32
H -1.04 1.18 -8.16 0.43
H -2.97 2.65 -8.58 0.34
H -4.06 1.23 -8.42 0.28
H -2.96 1.31 -9.70 0.46
C 3.58 -0.18 -3.13 0.81
C 3.41 1.07 -3.95 -0.94
N 4.19 2.19 -3.49 0.21
C 4.02 2.57 -2.10 -0.93
C 2.62 2.99 -1.79 -0.27
C 3.97 3.36 -4.36 -0.38
C 4.70 3.06 -5.71 -1.39
H 2.97 -0.99 -3.54 -0.81
H 3.23 -0.08 -2.10 -0.86
H 4.60 -0.56 -3.17 0.60
H 3.62 0.82 -4.99 0.37
H 2.35 1.33 -3.93 0.60
H 4.22 1.73 -1.44 0.14
H 4.71 3.34 -1.77 0.47
H 2.57 3.24 -0.73 0.04
H 2.22 3.86 -2.31 0.51
H 1.91 2.17 -1.86 -0.03
H 4.54 4.18 -3.93 0.48
H 2.94 3.71 -4.48 0.28
H 5.65 2.58 -5.48 0.34
H 5.00 3.91 -6.32 0.42
H 4.12 2.37 -6.32 0.28
C -4.56 -6.00 -1.55 -0.93
C -4.97 -5.31 -2.83 -0.27
N -5.31 -3.83 -2.71 0.00
C -4.11 -3.09 -2.37 0.81
C -4.33 -1.57 -2.17 -1.00
C -5.94 -3.30 -3.93 -0.01
C -7.23 -4.01 -4.33 -1.64
H -5.23 -5.79 -0.72 0.38
H -3.52 -5.77 -1.31 -0.18
H -4.49 -7.07 -1.73 0.46
H -4.22 -5.45 -3.61 0.37
H -5.83 -5.86 -3.21 0.35
H -3.59 -3.45 -1.48 -0.83
H -3.39 -3.20 -3.19 0.26
H -5.10 -1.34 -1.43 0.58
H -3.40 -1.09 -1.86 0.15
H -4.57 -1.02 -3.08 -0.18
H -5.14 -3.40 -4.68 0.31
H -6.26 -2.27 -3.80 0.20
H -7.94 -4.13 -3.51 0.35
H -7.12 -5.03 -4.69 0.39
H -7.60 -3.53 -5.24 0.46
C 6.76 6.13 2.83 -1.44
C 6.33 4.69 2.90 -0.18
N 5.07 4.52 3.53 0.19
C 3.94 5.33 3.09 -0.78
C 2.67 5.16 3.92 -0.21
C 4.81 3.07 3.61 -1.10
C 4.55 2.39 2.27 0.34
H 6.15 6.65 2.09 0.32
H 7.81 6.22 2.57 0.44
H 6.72 6.56 3.83 0.33
H 6.41 4.15 1.96 0.24
H 7.01 4.19 3.59 0.33
H 4.10 6.41 3.13 0.48
H 3.77 5.15 2.03 0.33
H 2.22 4.18 3.75 -0.54
H 2.80 5.20 5.00 0.31
H 1.90 5.87 3.60 0.42
H 3.99 2.91 4.31 -0.13
H 5.63 2.59 4.13 0.52
H 4.23 1.36 2.41 -0.36
H 5.46 2.33 1.68 0.46
H 3.80 2.87 1.64 -0.03
C 1.27 4.70 8.36 -1.42
C 0.24 4.19 7.34 0.24
N -0.15 2.82 7.55 0.33
C -0.76 2.59 8.87 -0.46
C -1.87 3.56 9.21 -1.38
C 0.82 1.74 7.33 -1.01
C 1.37 1.68 5.89 -0.40
H 2.04 3.96 8.55 0.30
H 0.78 4.87 9.32 0.39
H 1.67 5.66 8.05 0.44
H -0.62 4.85 7.21 0.56
H 0.74 4.22 6.36 -0.72
H -1.23 1.61 8.94 0.40
H 0.03 2.59 9.62 0.46
H -2.40 3.24 10.11 0.44
H -1.52 4.58 9.40 0.28
H -2.65 3.58 8.46 0.30
H 0.31 0.78 7.48 0.51
H 1.63 1.80 8.06 0.31
H 2.00 2.53 5.64 -0.07
H 0.63 1.55 5.09 0.06
H 2.08 0.86 5.81 0.49
C -4.90 0.30 1.94 -1.24
C -5.92 1.09 1.09 -0.77
N -5.44 2.34 0.54 1.06
C -5.24 3.39 1.49 -1.19
C -4.18 4.39 0.94 0.02
C -6.28 2.76 -0.63 -1.19
C -5.63 2.14 -1.90 -0.73
H -5.10 -0.77 1.82 0.52
H -4.84 0.51 3.01 0.42
H -3.90 0.38 1.53 0.02
H -6.08 0.39 0.27 0.34
H -6.94 1.15 1.48 0.38
H -6.18 3.91 1.70 0.26
H -4.87 2.98 2.42 0.39
H -4.51 4.93 0.05 0.60
H -4.05 5.18 1.68 -0.02
H -3.24 3.98 0.57 -0.33
H -6.36 3.85 -0.67 0.41
H -7.31 2.44 -0.48 0.46
H -4.54 2.12 -1.99 0.15
H -6.00 2.49 -2.86 0.48
H -5.84 1.07 -1.95 0.11
C 3.98 -6.32 -5.45 -1.19
C 3.06 -6.82 -4.36 -0.52
N 2.45 -5.70 -3.49 0.95
C 1.25 -6.26 -2.86 0.03
C 0.05 -6.55 -3.78 -1.26
C 3.49 -5.32 -2.54 -1.59
C 3.30 -3.92 -2.02 0.48
H 4.28 -7.09 -6.16 0.44
H 4.89 -5.92 -4.99 0.31
H 3.50 -5.57 -6.07 0.13
H 2.25 -7.36 -4.85 0.34
H 3.60 -7.57 -3.78 0.34
H 1.53 -7.12 -2.25 0.32
H 0.99 -5.53 -2.09 -0.36
H -0.21 -5.62 -4.29 0.09
H 0.27 -7.29 -4.56 0.42
H -0.79 -6.86 -3.16 0.40
H 4.51 -5.35 -2.92 0.63
H 3.39 -6.04 -1.73 0.29
H 3.31 -3.20 -2.84 0.00
H 4.18 -3.70 -1.41 0.36
H 2.44 -3.83 -1.35 -0.55
C -2.33 -3.19 0.90 -0.12
C -1.51 -3.79 2.09 -1.00
N -0.70 -4.97 1.74 0.40
C 0.48 -4.57 0.88 1.75
C 1.43 -5.77 0.71 -1.66
C -1.46 -6.06 1.13 -0.62
C -2.65 -6.48 2.01 -1.65
H -1.73 -2.94 0.03 -0.15
H -2.82 -2.30 1.30 -0.05
H -3.10 -3.89 0.58 0.44
H -0.85 -3.08 2.58 -0.05
H -2.21 -4.08 2.88 0.64
H 0.29 -4.06 -0.06 -0.64
H 1.09 -3.87 1.46 -0.57
H 1.12 -6.59 0.05 0.21
H 2.40 -5.41 0.38 0.30
H 1.54 -6.28 1.66 0.60
H -0.87 -6.94 0.88 0.48
H -1.82 -5.65 0.19 0.55
H -2.29 -6.69 3.02 0.40
H -3.01 -7.45 1.66 0.46
H -3.46 -5.75 2.06 0.26
C 1.12 0.26 2.23 -0.59
C 1.49 0.77 0.79 0.00
N 0.63 0.22 -0.28 1.93
C 0.82 -1.24 -0.42 0.87
C 0.40 -1.71 -1.83 -0.44
C -0.77 0.54 -0.27 1.10
C -1.13 1.99 -0.12 -0.11
H 1.36 -0.80 2.36 -0.57
H 0.07 0.43 2.48 0.36
H 1.70 0.69 3.05 0.30
H 1.34 1.85 0.85 -0.17
H 2.55 0.53 0.64 -0.28
H 1.89 -1.47 -0.35 -0.65
H 0.38 -1.81 0.39 0.44
H 0.64 -2.75 -2.06 0.03
H -0.68 -1.62 -1.95 -0.07
H 0.84 -1.05 -2.57 -0.61
H -1.30 -0.08 0.47 0.13
H -1.17 0.38 -1.27 -1.40
H -2.20 2.17 -0.02 -0.66
H -0.92 2.54 -1.04 0.21
H -0.64 2.55 0.68 -0.17
C -1.02 3.70 3.60 -0.28
C -1.41 5.18 3.83 -1.19
N -1.74 5.98 2.66 1.31
C -0.63 6.04 1.69 -0.15
C -1.18 6.52 0.26 -1.30
C -2.09 7.35 3.05 -0.76
C -3.49 7.46 3.69 -1.28
H -1.04 3.13 4.53 0.44
H -0.05 3.48 3.15 -0.32
H -1.74 3.19 2.96 0.09
H -2.33 5.09 4.41 0.30
H -0.70 5.70 4.47 0.34
H 0.22 6.63 2.02 0.19
H -0.17 5.09 1.42 -0.04
H -1.55 7.55 0.23 0.38
H -0.41 6.40 -0.50 0.42
H -2.01 5.88 -0.03 0.15
H -2.07 8.09 2.25 0.43
H -1.31 7.69 3.74 0.37
H -4.23 7.15 2.95 0.23
H -3.55 8.53 3.93 0.46
H -3.60 6.87 4.60 0.29